Formula: C45H38N2OP
Source: the Open Molecules 2025 dataset
Level of theory: ωB97M-V/def2-TZVPD

Structure (XYZ):
```
87
Properties=species:S:1:pos:R:3:forces:R:3:mulliken_charge:R:1
C 0.45067 -5.91707 3.12806 -0.07 0.16 -0.11 -0.543
C -0.03494 -5.64936 1.84401 0.08 0.18 0.00 -0.551
C -0.23965 -4.33107 1.42132 -0.02 0.23 0.39 -0.548
C 0.01325 -3.27070 2.31238 0.44 -0.49 0.15 0.481
P -0.34226 -1.52978 1.96154 -1.16 0.84 -1.85 2.334
C -1.50755 -0.93002 3.22658 -0.20 -0.30 0.63 0.509
C -2.24180 0.22806 2.93109 -0.05 0.01 0.19 -0.278
C -3.17538 0.73062 3.83844 0.32 -0.20 0.14 -0.717
C -3.37287 0.08327 5.06253 0.04 0.06 -0.16 -0.652
C -2.69274 -1.10332 5.33670 0.15 0.04 -0.20 -0.708
C -1.77666 -1.62340 4.41598 -0.15 0.36 0.16 -0.493
C 1.27706 -0.72915 2.15480 0.26 0.21 0.18 0.247
C 1.32842 0.62497 2.51401 0.22 -0.07 -0.19 -0.449
C 2.56053 1.28064 2.56797 -0.06 -0.19 0.03 -0.766
C 3.73822 0.57509 2.30421 -0.04 0.04 -0.02 -0.516
C 3.69750 -0.78037 1.97312 -0.30 0.17 0.10 -1.008
C 2.46665 -1.43538 1.90892 -0.11 0.14 -0.07 -0.192
C -1.02045 -1.07639 0.39542 0.21 -0.46 1.10 -0.743
C -2.26209 -1.62543 -0.14440 0.95 -0.22 -1.20 -0.541
O -2.37737 -1.76951 -1.38136 -0.54 0.51 1.65 -0.706
C -3.40497 -1.99321 0.79551 -0.14 -0.08 -0.42 0.333
C -3.33648 -3.09120 1.65246 0.03 0.02 -0.05 0.425
C -4.40159 -3.41425 2.49560 0.17 0.14 -0.16 -0.740
C -5.56035 -2.63919 2.47119 0.30 -0.22 0.04 -0.512
C -5.65206 -1.57068 1.58328 0.13 0.29 -0.19 -0.587
C -4.58370 -1.23883 0.74895 0.11 -0.07 -0.05 -0.226
C 0.59046 -3.54339 3.56453 -0.21 -0.28 0.00 -0.925
C 0.77054 -4.86181 3.98557 0.05 0.12 -0.18 -0.818
H 0.59022 -6.94957 3.45778 -0.07 0.36 -0.13 0.408
H -0.27156 -6.46996 1.16636 0.11 0.22 0.18 0.427
H -0.63133 -4.11775 0.42214 0.13 -0.06 0.32 0.452
H -2.10513 0.70783 1.96229 0.00 -0.13 0.23 0.480
H -3.73336 1.63224 3.58823 0.11 -0.23 0.10 0.407
H -4.06416 0.50470 5.79717 0.18 -0.22 -0.28 0.401
H -2.87298 -1.62979 6.27224 0.02 0.09 -0.21 0.428
H -1.29565 -2.57835 4.62788 -0.17 0.36 -0.03 0.418
H 0.40724 1.16248 2.74953 0.26 -0.14 -0.10 0.380
H 2.59598 2.34360 2.81258 0.03 -0.31 0.03 0.461
H 4.69868 1.09607 2.33997 -0.31 -0.16 0.10 0.554
H 4.61651 -1.32849 1.76585 -0.23 0.10 0.10 0.371
H 2.43155 -2.50091 1.67181 -0.01 0.36 0.01 0.477
H -0.44288 -0.44055 -0.28120 0.23 -0.74 0.17 0.097
H -2.43628 -3.70634 1.64928 -0.49 0.15 0.10 0.410
H -4.30132 -4.27596 3.15911 -0.16 0.28 -0.16 0.423
H -6.37674 -2.88198 3.14494 0.02 0.08 -0.17 0.416
H -6.56138 -0.97614 1.52960 0.12 -0.13 0.08 0.397
H -4.64990 -0.39920 0.04100 -0.04 -0.44 0.39 0.445
H 0.86990 -2.71724 4.22726 -0.10 -0.33 -0.20 0.656
H 1.15565 -5.05692 4.98494 -0.02 0.00 -0.25 0.408
C 6.13286 0.99763 -0.29225 -0.01 0.34 0.14 -0.563
N 5.00803 1.32596 -1.16682 -0.79 0.41 0.17 0.210
C 3.75859 1.78040 -0.79808 -0.04 -0.54 -1.17 -1.106
C 2.94441 1.91022 -1.93828 0.91 -0.35 0.61 0.722
C 1.57391 2.32786 -1.98867 0.18 1.61 -1.19 -0.323
C 1.13198 3.33729 -2.86435 0.02 -0.79 0.82 1.022
C 1.90416 4.01423 -3.85131 -0.65 1.10 -0.92 -0.925
N 1.09608 4.78523 -4.62754 1.47 -1.04 1.18 0.181
C 1.50444 5.51952 -5.81615 0.38 0.38 -0.28 -0.863
C -0.22562 4.69302 -4.17632 -0.39 -1.26 0.48 0.417
C -0.23402 3.82169 -3.04911 -0.04 0.42 -0.87 0.395
C -1.43446 3.48108 -2.45370 -0.70 0.13 -0.17 -0.578
C -2.61965 3.82885 -3.13262 0.49 -0.15 0.12 -0.593
C -2.58831 4.55940 -4.33759 0.44 0.09 0.51 -0.739
C -1.38478 5.07658 -4.83376 -0.45 -0.14 0.08 -0.782
C 3.77866 1.52697 -3.06580 0.46 0.46 0.35 0.324
C 5.05115 1.17652 -2.55390 -0.55 -0.27 0.19 0.375
C 6.07350 0.67938 -3.36375 -0.27 -0.04 -0.82 -0.974
C 5.79555 0.55269 -4.73758 0.03 0.48 0.63 -0.686
C 4.55758 0.98078 -5.26602 -0.43 -0.13 0.27 -0.922
C 3.53849 1.45716 -4.42875 0.62 -0.47 -0.66 -0.074
H 6.90166 0.53156 -0.92069 -0.20 0.17 0.42 0.212
H 6.53592 1.91857 0.16412 -0.07 -0.44 -0.18 0.311
H 5.83154 0.29701 0.50291 0.09 0.28 -0.46 0.068
H 3.48159 2.06548 0.20996 0.32 -0.33 -0.11 0.713
H 0.83486 1.82554 -1.37157 0.05 0.33 0.35 0.200
H 2.98111 3.96840 -4.02148 -0.47 0.03 -0.03 0.672
H 0.61349 5.82230 -6.37367 0.27 -0.14 0.16 0.273
H 2.07076 6.42565 -5.54646 -0.24 -0.37 -0.04 0.319
H 2.12562 4.88240 -6.45959 -0.20 0.18 0.24 0.353
H -1.43030 2.94973 -1.49578 -0.26 -0.03 -0.53 0.527
H -3.57390 3.47674 -2.73971 0.26 0.19 -0.11 0.400
H -3.51045 4.72965 -4.88264 0.10 0.12 0.15 0.390
H -1.37009 5.70856 -5.72218 -0.05 -0.26 0.24 0.291
H 7.04741 0.40884 -2.95808 -0.27 -0.02 -0.20 0.303
H 6.56426 0.15824 -5.40734 -0.30 0.17 0.26 0.394
H 4.36821 0.89797 -6.34012 0.13 0.02 0.41 0.393
H 2.56172 1.75421 -4.80065 0.21 -0.19 -0.25 0.641
```
Forces are in eV/Å.

## Properties
Frontier orbital gap: 4.70 eV
Total charge: +1
Lowest unoccupied orbital energy: -0.16574 Ha